i.
C43H37F11KN7O4 as an isolated structure. Source: the Open Molecules 2025 dataset; level of theory: ωB97M-V with the def2-TZVPD basis set.

XYZ file:
```
103
Properties=species:S:1:pos:R:3
K 0.8803 -0.0728 -1.0538
C 1.0867 -1.0459 -4.4247
N 2.0197 -0.4848 -3.4717
C 2.8930 0.4979 -4.0807
C 2.2267 1.7839 -4.5876
N 1.4491 2.4127 -3.5611
C 1.3105 3.6978 -3.4984
C 0.5692 4.2544 -2.3948
F 0.0017 3.3846 -1.5113
C 0.3934 5.5924 -2.1662
F -0.3175 6.0216 -1.0897
C 0.9549 6.5429 -3.0210
F 0.8283 7.8822 -2.7774
C 1.6331 6.0830 -4.1427
F 2.1375 6.9903 -5.0254
C 1.7744 4.7395 -4.3938
F 2.3556 4.4186 -5.5979
C 2.7878 -1.5800 -2.9020
C 3.6759 -1.2496 -1.7061
N 2.9915 -1.3808 -0.4538
C 3.6984 -1.4652 0.6243
C 5.1373 -1.4088 0.7893
F 5.9586 -1.0868 -0.2563
C 5.7918 -1.6579 1.9690
F 7.1526 -1.6504 1.9951
C 5.0972 -1.9123 3.1464
F 5.7442 -2.1681 4.3248
C 3.7054 -1.8870 3.0733
F 2.9881 -2.0650 4.2209
C 3.0494 -1.6753 1.8874
F 1.6856 -1.6917 1.9193
H 1.5880 -1.7040 -5.1591
H 0.3466 -1.6259 -3.8812
H 0.5787 -0.2480 -4.9569
H 3.6190 0.8011 -3.3267
H 3.4521 0.0598 -4.9380
H 3.0546 2.4135 -4.9537
H 1.5884 1.5602 -5.4592
H 2.0821 -2.3485 -2.5851
H 3.4398 -2.0174 -3.6914
H 4.5162 -1.9559 -1.7542
H 4.0815 -0.2371 -1.7965
C -4.2893 -5.4486 0.9405
C -3.9853 -4.4701 2.0736
C -5.2901 -4.1108 2.7871
C -4.9863 -3.2209 3.9793
C -4.2343 -2.0128 3.5010
C -4.3595 -0.8223 4.1823
C -3.6846 0.3026 3.7319
F -3.8576 1.4691 4.4114
C -2.8593 0.2491 2.6389
C -2.7037 -0.9494 1.9435
C -1.7409 -0.9683 0.8107
O -1.0324 0.0039 0.5819
C -1.7480 -2.2219 0.0998
C -2.5054 -3.2529 0.5257
N -3.3265 -3.2495 1.6171
C -3.4236 -2.0915 2.3501
C -0.9832 -2.4716 -1.2272
O -0.8285 -3.6572 -1.5316
O -0.6785 -1.4608 -1.8730
H -4.9567 -6.2211 1.3192
H -3.3927 -5.9325 0.5677
H -4.7800 -4.9372 0.1164
H -3.3201 -4.9666 2.7983
H -5.7900 -5.0272 3.1067
H -5.9436 -3.5822 2.0897
H -4.3824 -3.7733 4.7071
H -5.9049 -2.9116 4.4827
H -4.9827 -0.7650 5.0625
H -2.3081 1.1051 2.2857
H -2.4411 -4.1639 -0.0487
O 3.1264 1.7158 1.1191
C 2.6932 2.1490 2.1651
C 2.3120 3.5998 2.3811
C 0.7863 3.7433 2.3522
C 0.0689 2.5926 3.0570
C 0.5870 2.3643 4.4780
C 2.0075 1.7461 4.5298
N 2.5334 1.3536 3.2466
H 2.7520 4.1975 1.5842
H 2.7160 3.9404 3.3369
H 0.4537 3.7724 1.3152
H 0.5156 4.6943 2.8208
H 0.1699 1.6797 2.4642
H -0.9954 2.8327 3.1115
H -0.1084 1.7069 5.0042
H 0.6008 3.3232 5.0041
H 1.9981 0.8567 5.1622
H 2.6982 2.4604 5.0010
H 2.6838 0.3694 3.0719
N -3.9121 -3.1306 -4.9447
C -3.5047 -2.2387 -4.3450
C -3.0872 -1.1164 -3.6101
C -2.1336 -0.2299 -4.1144
C -1.7544 0.8424 -3.3332
C -2.3840 1.0226 -2.1094
N -3.3176 0.2071 -1.6397
C -3.6325 -0.8517 -2.3529
H -1.6910 -0.4099 -5.0842
H -0.9746 1.5182 -3.6479
H -2.1376 1.8590 -1.4705
H -4.3582 -1.5278 -1.9145
```

- HOMO-LUMO gap: 5.149 eV
- Charge: -2

---

ii.
C43H37F11KN7O4 as an isolated structure. Source: the Open Molecules 2025 dataset; level of theory: ωB97M-V with the def2-TZVPD basis set.

XYZ file:
```
103
Properties=species:S:1:pos:R:3
K 0.0304 0.1939 -0.9319
C 0.4922 0.0236 -4.2846
N -0.6222 -0.5686 -3.5683
C -0.7312 -2.0064 -3.8257
C 0.3930 -2.8565 -3.2118
N 0.3256 -3.0067 -1.7758
C -0.4617 -3.9175 -1.2369
C -1.3854 -4.8350 -1.8332
F -1.5940 -4.8164 -3.1845
C -2.1326 -5.7583 -1.1261
F -2.9826 -6.5701 -1.7936
C -2.0411 -5.8732 0.2418
F -2.7751 -6.7845 0.9324
C -1.1669 -5.0090 0.8882
F -1.0443 -5.0952 2.2299
C -0.4263 -4.0902 0.1938
F 0.4195 -3.3177 0.9025
C -1.8639 0.1322 -3.9076
C -2.9954 0.0062 -2.8859
N -2.7334 0.9070 -1.7789
C -3.6774 1.2451 -0.9260
C -5.0465 0.8437 -0.8450
F -5.5376 -0.0719 -1.7271
C -5.9354 1.3106 0.1022
F -7.2092 0.8613 0.0875
C -5.5645 2.2235 1.0657
F -6.4497 2.6845 1.9872
C -4.2427 2.6453 1.0554
F -3.8358 3.5373 1.9840
C -3.3556 2.1784 0.1209
F -2.0864 2.6419 0.1830
H 0.3843 -0.0818 -5.3825
H 0.5562 1.0893 -4.0439
H 1.4252 -0.4500 -3.9843
H -1.6729 -2.3565 -3.4038
H -0.7821 -2.1860 -4.9212
H 0.4117 -3.8077 -3.7611
H 1.3522 -2.3715 -3.4290
H -1.6304 1.1991 -3.9660
H -2.2144 -0.1891 -4.9085
H -3.9286 0.2272 -3.4195
H -3.0753 -1.0389 -2.5521
C 1.4850 3.2774 5.3840
C 1.3366 1.8177 5.8072
C 0.3117 1.7180 6.9282
C -0.1074 0.2782 7.1859
C -0.7043 -0.2837 5.9273
C -1.7630 -1.1639 5.9336
C -2.2361 -1.6852 4.7343
F -3.2703 -2.5552 4.7887
C -1.6818 -1.3535 3.5327
C -0.6145 -0.4487 3.5071
C -0.0101 -0.1106 2.1933
O -0.5608 -0.4613 1.1572
C 1.2584 0.6065 2.2918
C 1.6411 1.1008 3.4861
N 0.9500 0.9693 4.6654
C -0.1348 0.0996 4.6997
C 2.1921 0.9796 1.1187
O 3.3887 0.6620 1.2529
O 1.6466 1.6425 0.2001
H 1.6425 3.9002 6.2677
H 0.5744 3.6065 4.8792
H 2.3230 3.4316 4.7062
H 2.3006 1.4577 6.1832
H -0.5719 2.3009 6.6495
H 0.7422 2.1755 7.8210
H -0.8264 0.2188 8.0048
H 0.7708 -0.3085 7.4803
H -2.2202 -1.4710 6.8687
H -2.0388 -1.7708 2.5977
H 2.5793 1.6367 3.5564
O 2.1569 -0.5225 -1.4512
C 3.3386 -0.6358 -1.7004
C 4.2294 -1.5704 -0.9302
C 4.4673 -2.8661 -1.7144
C 4.9468 -2.6131 -3.1522
C 5.8777 -1.4012 -3.2433
C 5.1313 -0.0820 -3.4695
N 3.8972 0.1049 -2.7173
H 3.7212 -1.7700 0.0086
H 5.1639 -1.0584 -0.6938
H 3.5392 -3.4430 -1.7297
H 5.2141 -3.4604 -1.1789
H 4.0820 -2.4464 -3.8036
H 5.4505 -3.5061 -3.5307
H 6.5659 -1.5084 -4.0848
H 6.4975 -1.3437 -2.3457
H 4.8594 -0.0504 -4.5280
H 5.8151 0.7550 -3.2963
H 3.2251 0.7344 -3.1270
N -3.5490 6.5187 -3.6302
C -2.7119 5.9665 -3.0666
C -1.6431 5.2817 -2.3823
C -0.9387 5.9100 -1.3596
C 0.0883 5.2230 -0.7502
C 0.3905 3.9355 -1.1834
N -0.2826 3.3307 -2.1665
C -1.2846 3.9827 -2.7403
H -1.2089 6.9136 -1.0559
H 0.6489 5.6672 0.0621
H 1.1684 3.3436 -0.7071
H -1.8487 3.4519 -3.5006
```

- HOMO-LUMO gap: 4.939 eV
- Charge: -2

---

Which structure is the least stable? The one labeled ii.

---

i.
One molecule with the formula C20H25ClN2O2. Source: the Open Molecules 2025 dataset; level of theory: ωB97M-V with the def2-TZVPD basis set.

XYZ file:
```
50
Properties=species:S:1:pos:R:3
C 2.1361 -3.2588 1.6883
C 1.6422 -2.9956 0.2733
H 2.1564 -2.1277 -0.1562
H 1.8312 -3.8652 -0.3661
O 0.2485 -2.7424 0.3546
C -0.3668 -2.0254 -0.6230
C -1.4509 -1.2420 -0.2291
C -2.1518 -0.4456 -1.1130
C -1.7451 -0.3759 -2.4362
C -0.6982 -1.1839 -2.8620
C -0.0267 -2.0294 -1.9896
O 0.9797 -2.8753 -2.3759
C 1.3712 -2.8853 -3.7263
H 2.1616 -3.6315 -3.7933
H 1.7665 -1.9137 -4.0403
H 0.5452 -3.1745 -4.3837
H -0.4027 -1.1376 -3.8990
C -2.2322 0.7561 -3.3056
N -1.2622 1.8596 -3.2287
C -0.8234 2.0965 -1.9007
C -1.7105 2.5846 -0.9487
C -1.3634 2.6368 0.3848
C -0.1103 2.1895 0.8201
C 0.8204 1.8225 -0.1596
C 0.4638 1.7694 -1.4899
H 1.1909 1.4414 -2.2222
H 1.8269 1.5569 0.1242
N 0.2187 2.1335 2.1512
C -0.7609 2.3915 3.1881
C -0.0293 2.0265 4.4751
H 0.6210 2.8465 4.7823
C 0.8065 0.8291 4.0348
H 0.1776 -0.0607 3.9839
C 1.2525 1.2311 2.6287
H 2.2193 1.7516 2.6582
H 1.3479 0.3600 1.9724
H 1.6472 0.6285 4.6963
H -0.7125 1.7930 5.2889
H -1.6508 1.7570 3.0619
H -1.0703 3.4401 3.1676
H -2.0872 2.9992 1.0968
H -2.6963 2.8976 -1.2584
H -0.4570 1.6427 -3.8095
H -3.1964 1.1221 -2.9475
H -2.3324 0.4629 -4.3521
H -2.9728 0.1521 -0.7536
Cl -1.8808 -1.2362 1.4365
H 1.9587 -2.3891 2.3161
H 3.1998 -3.4786 1.6737
H 1.6013 -4.1038 2.1126
```

- HOMO-LUMO gap: 7.674 eV
- SMILES: CCOc1c(Cl)cc(CNc2ccc(N3CCCC3)cc2)cc1OC

---

ii.
One molecule with the formula C20H25ClN2O2. Source: the Open Molecules 2025 dataset; level of theory: ωB97M-V with the def2-TZVPD basis set.

XYZ file:
```
50
Properties=species:S:1:pos:R:3
C 1.0873 -2.0102 -0.3899
C 1.5877 -2.2778 1.0254
H 2.6772 -2.1899 1.0739
H 1.3005 -3.2830 1.3460
O 0.9666 -1.4328 1.9823
C 1.0363 -0.0786 1.8266
C -0.1597 0.6034 1.9999
C -0.2393 1.9811 1.8801
C 0.9253 2.6858 1.6243
C 2.1360 2.0243 1.4980
C 2.2288 0.6329 1.5656
O 3.3730 -0.1050 1.4558
C 4.3868 0.2724 0.5443
H 5.1232 0.9292 1.0120
H 4.8788 -0.6562 0.2490
H 3.9746 0.7582 -0.3425
Cl 3.5368 3.0360 1.2933
H 0.9072 3.7617 1.5361
C -1.5824 2.6616 1.8136
N -2.0217 2.7387 0.4218
C -2.0991 1.5239 -0.2824
C -2.8595 0.4590 0.1917
C -2.9261 -0.7331 -0.4980
C -2.2447 -0.9106 -1.7082
C -1.5246 0.1804 -2.2075
C -1.4472 1.3626 -1.5010
H -0.8689 2.1831 -1.9060
H -1.0167 0.1053 -3.1562
N -2.3016 -2.0955 -2.3964
C -3.0190 -3.2555 -1.9161
C -2.8086 -4.2931 -3.0152
H -3.5308 -4.1381 -3.8173
C -1.4023 -3.9657 -3.5083
H -0.6625 -4.3759 -2.8193
C -1.3760 -2.4382 -3.4564
H -1.7148 -2.0107 -4.4106
H -0.3720 -2.0562 -3.2451
H -1.2013 -4.3507 -4.5059
H -2.9044 -5.3127 -2.6479
H -2.6056 -3.6153 -0.9610
H -4.0773 -3.0215 -1.7679
H -3.5153 -1.5370 -0.0860
H -3.4082 0.5624 1.1155
H -1.4441 3.3981 -0.0900
H -2.3240 2.1019 2.3849
H -1.5337 3.6802 2.2038
H -1.0393 0.0144 2.2021
H 0.0010 -2.0605 -0.4181
H 1.5011 -2.7484 -1.0721
H 1.3858 -1.0173 -0.7208
```

- HOMO-LUMO gap: 7.627 eV
- SMILES: CCOc1cc(CNc2ccc(N3CCCC3)cc2)cc(Cl)c1OC

---

Which structure is the least stable? The one labeled ii.

---

i.
One molecule with the formula C6H8N2S2. Source: the Open Molecules 2025 dataset; level of theory: ωB97M-V with the def2-TZVPD basis set.

XYZ file:
```
18
Properties=species:S:1:pos:R:3
C -1.1873 2.6044 -2.5594
C 0.5459 1.5816 -1.3115
C 1.3133 -1.2116 1.6410
C 0.1167 -1.0513 1.0864
C -0.2265 0.0756 0.2556
C -0.9902 -1.9754 1.5276
N -0.7539 2.1558 -1.3520
N 0.7253 0.5754 -0.4871
S -0.1500 2.3571 -3.8153
S 1.5376 1.9357 -2.6503
H 1.5254 -2.2099 2.1490
H 2.1562 -0.5368 1.4960
H -1.2195 0.3544 -0.1777
H -1.6962 -1.6618 2.2298
H -1.4242 -2.5527 0.6827
H -0.5038 -2.7480 2.1969
H -1.3766 2.1393 -0.6485
H 1.6077 0.1684 -0.2629
```

- HOMO-LUMO gap (alpha / beta): 6.429 / 6.574 eV

---

ii.
One molecule with the formula C6H8N2S2. Source: the Open Molecules 2025 dataset; level of theory: ωB97M-V with the def2-TZVPD basis set.

XYZ file:
```
18
Properties=species:S:1:pos:R:3
C 3.4486 -0.0355 -1.0645
C 0.7828 0.0718 -0.7036
C -0.5289 0.5472 -0.7106
C -1.4470 -0.2748 -0.1252
C -3.2051 1.0612 1.3656
C 0.1223 -1.7257 0.5786
H 4.5439 0.4571 -1.5121
H 3.2801 -1.0411 -1.4999
H 3.8770 -0.0231 -0.1757
H -0.4631 1.3671 -1.3123
H -2.8966 0.4556 2.4537
H -4.1907 1.3551 1.6855
H -2.6232 1.8751 1.0924
H 0.4568 -2.8012 1.0151
N -1.1254 -1.3752 0.5484
N 1.0978 -1.0443 -0.1131
S 2.0723 0.9830 -1.4101
S -3.2016 0.1476 -0.1124
```

- HOMO-LUMO gap: 9.345 eV
- SMILES: CSc1cc(SC)ncn1

---

Which structure is the least stable? The one labeled i.

---

i.
One molecule with the formula C3H7N3S2. Source: the Open Molecules 2025 dataset; level of theory: ωB97M-V with the def2-TZVPD basis set.

XYZ file:
```
15
Properties=species:S:1:pos:R:3
C -1.7738 1.1358 -0.0606
C -0.4527 -0.9358 0.0261
C 3.0111 0.2160 -0.0810
H -1.3801 1.6512 0.7989
H -1.1735 1.4653 -0.9534
H -2.7981 1.4667 -0.1091
H -2.4487 -0.8834 -0.2945
H -0.9765 -2.3767 -1.0085
H 0.2216 0.6647 1.2000
H 2.4830 1.0901 -0.4890
N -1.6943 -0.3421 0.1738
N -0.1648 -1.9692 -0.6400
N 0.5130 -0.2498 0.7508
S 2.0479 -0.8882 0.9349
S 4.5858 -0.0445 -0.2484
```

- HOMO-LUMO gap: 8.563 eV
- SMILES: [H]/N=C(\NC)NSC=S

---

ii.
C3H7N3S2 as an isolated structure. Source: the Open Molecules 2025 dataset; level of theory: ωB97M-V with the def2-TZVPD basis set.

XYZ file:
```
15
Properties=species:S:1:pos:R:3
C -0.5601 0.7370 -1.6119
C -0.7479 0.3472 0.9285
C 0.5848 -1.9427 1.4930
H -0.2721 -0.0725 -2.5056
H -0.1189 1.8559 -2.0534
H -1.7523 0.6038 -1.3893
H 1.7741 1.1220 -0.1247
H 1.7532 -0.3311 -1.1209
H -1.7915 2.0538 0.5723
H 0.6727 -2.1178 0.3634
N -0.0766 0.3022 -0.3142
N 1.3812 0.0709 -0.0916
N -1.7313 1.1819 1.2403
S -0.2211 -0.6818 2.1982
S 1.1058 -3.1285 2.4161
```

- HOMO-LUMO gap: 8.471 eV

---

Which structure is the least stable? The one labeled ii.

---

i.
One molecule with the formula H3PS2. Source: the Open Molecules 2025 dataset; level of theory: ωB97M-V with the def2-TZVPD basis set.

XYZ file:
```
6
Properties=species:S:1:pos:R:3
P -0.2918 -0.4055 0.1499
S -1.9978 0.4390 0.2048
S 1.3727 0.8799 0.2233
H 0.1175 -1.1213 1.3251
H -0.1176 -1.4269 -1.0008
H 0.9170 1.6349 -0.9022
```

- HOMO-LUMO gap: 9.494 eV
- SMILES: S=[PH2]S

---

ii.
H3PS2 as an isolated structure. Source: the Open Molecules 2025 dataset; level of theory: ωB97M-V with the def2-TZVPD basis set.

XYZ file:
```
6
Properties=species:S:1:pos:R:3
P 0.0432 -1.1078 0.2844
S 1.7866 0.0970 0.4834
S -1.6244 0.2295 0.2073
H 0.0867 -0.7880 -1.4547
H 1.2118 0.8699 1.4848
H -1.5039 0.6994 -1.0052
```

- HOMO-LUMO gap: 9.010 eV

---

Which structure is the least stable? The one labeled ii.